(1)
A structure of composition C34H28F2IrN5, computed with wB97M-V/def2-TZVPD.

Element x y z (Å)
Ir: -0.5834 -1.1944 -0.2336
C: -0.7822 4.7121 0.2149
C: 0.0454 3.1728 -1.7603
C: -0.6754 1.8224 -1.5516
C: -1.6059 1.6249 -0.3907
C: -1.9158 2.4228 0.6970
C: -1.5967 3.7334 0.9845
N: -1.9614 0.2468 -0.3160
C: -3.2328 -0.2024 -0.4648
C: -4.3722 0.6271 -0.5658
C: -5.6132 0.0526 -0.6911
C: -5.7567 -1.3410 -0.7255
C: -4.6572 -2.1865 -0.6532
C: -3.4002 -1.6280 -0.5350
N: -2.1965 -2.3188 -0.5127
N: -2.1430 -3.6356 -0.5180
C: -0.8450 -4.0542 -0.4929
C: -0.5827 -5.4272 -0.5648
C: 0.7190 -5.8639 -0.6087
C: 1.7498 -4.9243 -0.5928
C: 1.4378 -3.5863 -0.5051
N: 0.1757 -3.1347 -0.4271
H: 0.1811 4.8231 0.7239
H: 0.1651 3.2855 -2.8406
H: -1.1652 1.4347 -2.4522
H: -2.5168 1.9228 1.4518
H: -1.9747 4.0990 1.9321
H: -4.2501 1.7004 -0.5302
H: -6.4905 0.6799 -0.7631
H: -6.7455 -1.7683 -0.8220
H: -4.7643 -3.2603 -0.7007
H: -1.4242 -6.1028 -0.5977
H: 0.9383 -6.9211 -0.6680
H: 2.7868 -5.2205 -0.6482
H: 2.2155 -2.8395 -0.4974
F: -1.4549 -0.7190 4.8829
C: -0.5142 -0.7903 3.9331
C: -0.9003 -0.8675 2.6128
C: 0.0821 -0.9560 1.6292
C: 1.4531 -0.9416 1.9446
C: 1.7586 -0.8323 3.3125
F: 3.0408 -0.7370 3.7000
C: 0.8148 -0.7628 4.3103
C: 2.5046 -0.9802 0.9297
C: 3.7700 -1.5049 1.1278
C: 4.7674 -1.4388 0.1706
C: 4.4881 -0.7648 -1.0485
C: 3.2621 -0.2554 -1.2742
N: 2.2251 -0.3973 -0.3429
H: -1.9550 -0.8790 2.3696
H: 1.1124 -0.6683 5.3442
H: 3.9725 -1.9876 2.0703
H: 5.7405 -1.8653 0.3578
H: 5.2394 -0.6674 -1.8192
H: 2.9665 0.2084 -2.2009
C: 1.8432 2.8867 0.1785
C: 1.3929 2.5534 -1.2476
C: -0.5751 4.4717 -1.2761
C: 2.5433 2.8168 -2.2166
C: 0.6815 1.2016 -1.2556
C: 0.9348 -0.0405 -0.6748
H: 2.1824 3.9220 0.2375
H: 2.6860 2.2473 0.4489
H: 1.0527 2.7278 0.9129
H: 0.0254 5.2991 -1.6630
H: -1.2548 5.6925 0.3289
H: -1.5450 4.5587 -1.7777
H: 2.6909 3.8962 -2.2929
H: 2.3257 2.4397 -3.2174
H: 3.4799 2.3835 -1.8693

Summary:
- energy above the lowest of the compared OMol25 structures with the same formula, charge and spin (kJ/mol) = 1.65
- net charge = +1
- 2S+1 = 6
- frontier orbital gap (spin up / spin down) (eV) = 5.81 / 5.92



(2)
The molecule C3H2N2 at a distorted geometry, computed with wB97M-V/def2-TZVPD.

Element x y z (Å)
C: -0.5673 0.8763 0.8987
C: -1.4970 0.1627 -0.1933
N: -1.2092 -0.7578 -0.9872
N: 0.1297 -0.7874 -0.8323
C: 0.5919 0.0915 0.2644
H: 1.2626 0.9194 -0.0378
H: 1.2893 -0.5047 0.8876

Summary:
- structure (SMILES) = C1#CN=NC1
- energy above the lowest of the compared OMol25 structures with the same formula, charge and spin (kJ/mol) = 764.09
- frontier orbital gap (spin up / spin down) (eV) = 7.32 / 7.35



(3)
A structure of composition C12H28BBr2Cl10F2O4PPd2 at a distorted geometry, computed with wB97M-V/def2-TZVPD.

Element x y z (Å)
Pd: -22.7707 -1.7412 -6.9419
Pd: -19.6186 -2.7055 -7.7928
P: -21.7037 -1.8656 -9.3746
O: -21.8308 -2.4527 -10.8109
O: -21.6186 -2.9090 -8.2897
O: -22.7428 -0.8779 -8.8552
O: -20.2159 -1.5426 -9.3672
F: -20.6900 -1.6784 -6.0827
F: -18.7754 -3.7941 -9.5872
B: -24.1547 -2.5850 -5.3842
H: -24.5666 -1.6899 -5.8239
H: -24.0576 -3.3150 -6.1728
H: -23.1879 -2.2499 -5.0417
H: -24.7714 -2.8849 -4.5511
Cl: -21.5303 -5.1990 -6.0779
C: -20.4756 -5.6285 -4.7685
C: -19.2707 -4.6818 -4.6242
Cl: -18.4235 -4.4081 -6.2582
H: -20.3074 -6.7014 -4.8611
H: -21.0662 -5.5649 -3.8546
H: -18.7052 -5.1540 -3.8210
H: -19.6883 -3.7385 -4.2723
Cl: -23.0421 0.9160 -6.2386
C: -22.8497 2.2495 -7.3772
C: -24.2274 2.7637 -7.7900
Cl: -25.1360 3.6484 -6.5999
H: -22.2061 1.8878 -8.1791
H: -22.4224 3.1368 -6.9101
H: -24.8125 1.9060 -8.1219
H: -24.1196 3.4595 -8.6221
Cl: -17.4730 -1.2304 -11.0745
C: -16.8223 0.0565 -10.0759
C: -17.6957 0.2421 -8.8297
Cl: -17.4835 -1.2049 -7.7563
H: -16.7170 0.9627 -10.6724
H: -15.8257 -0.2221 -9.7333
H: -18.7368 0.2639 -9.1519
H: -17.4589 1.1185 -8.2264
Cl: -22.3760 0.0924 -2.2205
C: -21.8212 -1.5415 -2.6699
C: -22.8361 -2.6760 -2.2312
Cl: -23.0554 -2.6066 -0.5046
H: -20.8850 -1.7516 -2.1527
H: -21.5757 -1.4534 -3.7283
H: -22.5464 -3.6897 -2.5081
H: -23.8206 -2.4136 -2.6185
Cl: -17.4509 1.4188 -4.3111
C: -19.1905 1.1933 -4.7541
C: -19.8547 2.6133 -4.8989
Cl: -19.4646 3.0550 -6.6188
H: -19.5395 0.6045 -3.9058
H: -19.2816 0.5452 -5.6258
H: -19.4573 3.3889 -4.2442
H: -20.9340 2.6481 -4.7512
Br: -16.8167 -1.8833 -3.8101
C: -15.4816 -3.3640 -3.7017
C: -15.1262 -3.6426 -2.2477
Br: -13.7405 -5.0904 -2.1994
H: -14.6105 -3.1536 -4.3222
H: -15.8613 -4.2984 -4.1149
H: -16.0248 -3.9466 -1.7109
H: -14.7309 -2.7444 -1.7732

Summary:
- net charge = -2
- 2S+1 = 5
- frontier orbital gap (spin up / spin down) (eV) = 4.80 / 4.83



(4)
A cluster of 12 separate species, C4H30N2O13 in total at a distorted geometry, computed with wB97M-V/def2-TZVPD.

Element x y z (Å)
C: 1.5366 -2.8613 0.2293
C: 0.3586 -2.1241 0.8794
C: -0.4494 -3.0749 1.8111
O: -1.6447 -2.9274 1.7824
N: 0.5959 -0.8239 1.4995
C: 1.5971 -0.6624 2.4571
N: 1.5848 0.5914 3.0158
O: 2.4746 -1.4528 2.7286
H: 1.7975 -2.4708 -0.7498
H: 2.4391 -2.6859 0.8229
H: 1.3816 -3.9382 0.2462
H: -0.2725 -1.9685 -0.0054
H: 0.1547 -3.8445 2.3103
H: -0.2956 -0.4280 1.7563
H: 0.7782 1.1439 3.1066
H: 2.4199 0.7293 3.5802
O: 0.8537 2.5303 1.2262
H: 0.3545 2.1849 0.4818
H: 0.2792 3.2726 1.3852
O: 3.3414 1.7989 0.7976
H: 3.4764 1.1453 1.5107
H: 2.3945 2.0455 0.9415
O: -2.4934 -0.2752 -2.4410
H: -1.5751 -0.6007 -2.6878
H: -2.7012 -0.7622 -1.6197
O: -1.1694 2.7338 -2.6119
H: -1.6719 1.9096 -2.7004
H: -0.2080 2.5382 -2.8490
O: -3.1528 -1.7836 -0.2655
H: -3.5906 -1.0852 0.2277
H: -2.5189 -2.1012 0.4084
O: -3.2144 1.1291 0.0057
H: -3.2986 1.9446 -0.4809
H: -2.7156 0.6014 -0.6400
O: -2.3790 -0.2034 2.6547
H: -2.4355 -0.0365 3.6039
H: -2.0646 -1.1080 2.5991
O: 0.0877 -1.3695 -3.0687
H: 0.1402 -1.2743 -4.0137
H: 0.8339 -0.9914 -2.5825
O: 1.4769 1.9652 -3.1195
H: 1.9445 1.5324 -2.3704
H: 1.9257 1.4476 -3.8223
O: -1.4542 3.1746 -0.1364
H: -1.5915 3.4090 -1.0972
H: -2.3192 2.8775 0.2090
O: 2.8204 -0.0781 -1.9745
H: 3.7118 0.3305 -1.9683
H: 2.4566 -0.1036 -1.0720

Summary:
- structure (SMILES) = C[C@@H](C=O)NC(N)=O.O.O.O.O.O.O.O.O.O.O.O
- energy above the lowest of the compared OMol25 structures with the same formula, charge and spin (kJ/mol) = 355.11
- frontier orbital gap (eV) = 9.93